Arrangement one

The following is a DFT calculation (ωB97M-V with the def2-TZVPD basis set) of H3NOP2 in the gas phase.

Each line ends with the natural charge from an NBO analysis.
Geometry (Å):
O -1.946 -1.088 0.664  -0.337
N -1.958 0.100 0.165  -0.176
P -0.423 0.816 0.007  0.457
P 0.949 -0.805 -0.085  0.016
H -0.362 1.575 -1.076  0.002
H 1.757 -0.531 1.145  0.026
H 1.985 -0.066 -0.819  0.012

Properties
SMILES string: O=N[PH]#[PH2]
highest occupied orbital energy (spin up / spin down): -0.3392 / -0.3392 hartree
gap between HOMO and LUMO (spin up / spin down): 0.3095 / 0.3096 Ha


Arrangement two

The following is a DFT calculation (ωB97M-V with the def2-TZVPD basis set) of H3NOP2 in the gas phase.

Each line ends with the natural charge from an NBO analysis.
Geometry (Å):
O -2.603 0.722 -0.405  -0.268
N -1.887 0.137 0.378  -0.209
P -1.033 -1.212 -0.042  0.444
P 0.830 -0.109 -0.310  0.042
H -0.991 -1.486 1.309  -0.027
H 0.267 1.086 0.009  -0.008
H 0.656 0.234 -1.804  0.025

Properties
SMILES string: O=N[PH]#[PH2]
highest occupied orbital energy (spin up / spin down): -0.3212 / -0.3168 hartree
gap between HOMO and LUMO (spin up / spin down): 0.2936 / 0.2914 Ha


Which structure is the least stable? The one labeled arrangement two.